Record 1
The following is a quantum chemistry calculation of a molecular structure, C28H35Br36ClFO6Si2 at a distorted geometry, from OMol25.

Strongest force on any atom: 1.915 eV/Å
ΔE to the lowest compared entry with this formula, charge and spin: 0.0 kcal per mole
Spin multiplicity: 1
Total charge: -1
HOMO: -4.5 eV
Electronic energy: -2594415.401 eV

Last column: Löwdin charge in e.
Element x y z (Å)
C (3.24, 1.23, 3.80)  -0.09
C (4.46, 0.76, 3.00)  -0.27
O (3.98, 0.05, 1.87)  -0.16
C (3.57, 0.94, 0.86)  -0.22
C (3.50, 0.26, -0.51)  -0.25
O (2.21, 0.31, -1.06)  -0.24
C (1.83, 1.60, -1.51)  -0.25
Si (0.03, 1.56, -2.13)  0.24
Cl (-0.52, -0.45, -2.21)  0.40
O (-0.97, 2.47, -1.13)  -0.31
Si (-1.63, 1.83, 0.23)  0.54
C (-0.38, 1.85, 1.70)  -0.13
C (-0.19, 0.45, 2.15)  -0.54
O (0.35, -0.40, 1.50)  0.13
F (-0.73, 0.09, 3.35)  0.05
C (-3.09, 2.92, 0.80)  -0.17
C (-4.33, 2.05, 0.91)  -0.31
C (-4.32, 1.05, 1.89)  -0.07
C (-5.39, 0.19, 2.05)  -0.10
C (-6.50, 0.30, 1.20)  -0.46
C (-7.61, -0.70, 1.40)  -0.19
C (-6.51, 1.30, 0.24)  -0.23
C (-5.44, 2.18, 0.10)  -0.09
C (-0.03, 2.27, -3.90)  -0.84
O (-0.57, 1.57, -4.77)  -0.14
O (0.48, 3.41, -4.02)  -0.10
H (3.51, 1.62, 4.78)  0.04
H (2.57, 0.38, 3.88)  0.06
H (2.77, 2.04, 3.23)  0.05
H (5.10, 1.59, 2.72)  0.11
H (5.06, 0.08, 3.61)  0.11
H (4.28, 1.79, 0.79)  0.11
H (2.60, 1.38, 1.09)  0.09
H (3.74, -0.79, -0.35)  0.13
H (4.28, 0.67, -1.17)  0.02
H (2.43, 1.93, -2.37)  0.10
H (1.94, 2.36, -0.72)  0.08
H (-2.12, 0.46, 0.07)  0.03
H (0.58, 2.29, 1.44)  0.08
H (-0.85, 2.40, 2.52)  0.04
H (-3.24, 3.76, 0.12)  0.09
H (-2.90, 3.29, 1.81)  0.08
H (-3.46, 0.95, 2.55)  0.11
H (-5.37, -0.57, 2.82)  0.12
H (-8.60, -0.25, 1.29)  0.02
H (-7.52, -1.19, 2.36)  0.08
H (-7.50, -1.49, 0.65)  -0.06
H (-7.35, 1.43, -0.44)  0.00
H (-5.45, 2.95, -0.66)  0.12
C (-4.07, -0.47, -3.11)  -1.59
Br (-3.50, 1.32, -3.44)  0.68
Br (-5.19, -0.53, -1.53)  0.73
Br (-4.97, -1.22, -4.64)  0.56
H (-3.19, -1.07, -2.92)  -0.06
C (0.46, 2.33, 6.68)  -1.62
Br (0.49, 3.39, 5.08)  0.62
Br (2.20, 2.26, 7.50)  0.58
Br (-0.90, 2.95, 7.88)  0.54
H (0.20, 1.32, 6.39)  -0.05
C (7.83, 0.88, -2.38)  -1.63
Br (8.18, 2.75, -2.66)  0.60
Br (6.67, 0.58, -0.86)  0.72
Br (7.14, 0.04, -3.96)  0.58
H (8.77, 0.41, -2.15)  -0.12
C (9.28, -2.39, -0.51)  -1.62
Br (9.38, -3.56, -2.02)  0.54
Br (9.46, -3.34, 1.15)  0.59
Br (10.58, -0.97, -0.65)  0.59
H (8.30, -1.93, -0.51)  -0.07
C (10.31, -1.89, -6.42)  -1.64
Br (11.99, -1.99, -7.35)  0.56
Br (10.54, -1.36, -4.58)  0.52
Br (9.05, -0.77, -7.33)  0.56
H (9.90, -2.89, -6.41)  -0.11
C (0.95, -2.56, 4.34)  -1.64
Br (0.08, -4.08, 3.55)  0.59
Br (0.23, -2.16, 6.09)  0.56
Br (2.86, -2.79, 4.40)  0.59
H (0.75, -1.71, 3.71)  -0.08
C (11.14, -6.02, -5.59)  -1.61
Br (11.49, -6.45, -7.43)  0.58
Br (12.48, -4.85, -4.87)  0.57
Br (9.36, -5.32, -5.35)  0.61
H (11.18, -6.94, -5.03)  -0.03
C (-11.00, -0.07, -2.05)  -1.62
Br (-9.27, 0.30, -1.31)  0.71
Br (-10.90, -1.34, -3.49)  0.58
Br (-12.24, -0.65, -0.68)  0.56
H (-11.39, 0.85, -2.46)  -0.03
C (7.30, -1.43, -11.38)  -1.65
Br (9.13, -2.04, -11.30)  0.55
Br (6.34, -1.85, -9.77)  0.56
Br (7.21, 0.45, -11.79)  0.57
H (6.82, -1.96, -12.19)  -0.03
C (-5.36, 2.35, 8.13)  -1.61
Br (-5.04, 1.99, 6.27)  0.58
Br (-3.93, 3.36, 8.92)  0.54
Br (-7.06, 3.22, 8.38)  0.54
H (-5.40, 1.40, 8.64)  -0.02
C (-9.02, 2.42, 4.79)  -1.59
Br (-8.65, 4.22, 5.39)  0.55
Br (-7.77, 1.81, 3.46)  0.74
Br (-9.14, 1.17, 6.26)  0.54
H (-9.99, 2.44, 4.32)  -0.03
C (-10.10, -4.69, 0.18)  -1.63
Br (-10.22, -5.88, -1.33)  0.57
Br (-10.05, -5.66, 1.85)  0.57
Br (-8.61, -3.48, 0.03)  0.67
H (-10.99, -4.09, 0.19)  -0.04

***

Record 2
The following is a quantum chemistry calculation of a molecular structure, C28H35CoNPS2 at a distorted geometry, from OMol25.

Strongest force on any atom: 2.336 eV/Å
ΔE to the lowest compared entry with this formula, charge and spin: 1.8 kcal per mole
Spin multiplicity: 5
Total charge: 0
HOMO (spin up / spin down): -7.0 / -7.0 eV
Electronic energy: -99681.918 eV

Last column: Löwdin charge in e.
Element x y z (Å)
Co (-0.21, 0.25, -1.43)  0.17
C (3.05, -1.66, -3.55)  -0.12
C (2.91, -1.65, -2.03)  -0.52
C (2.12, -2.86, -1.56)  -0.11
P (2.02, -0.12, -1.43)  1.05
C (3.20, 1.28, -1.77)  -0.52
C (2.90, 1.89, -3.14)  -0.12
C (3.04, 2.35, -0.70)  -0.11
C (2.18, -0.38, 0.36)  -0.31
C (3.39, -0.48, 1.03)  -0.07
C (3.45, -0.75, 2.39)  -0.29
C (4.76, -0.86, 3.10)  -0.06
C (2.26, -0.95, 3.08)  -0.04
C (1.04, -0.82, 2.46)  -0.01
C (0.96, -0.50, 1.08)  -0.31
N (-0.19, -0.36, 0.41)  -0.08
C (-1.43, -0.48, 1.03)  -0.25
C (-1.98, 0.62, 1.72)  -0.20
C (-1.20, 1.89, 1.86)  -0.03
C (-3.24, 0.49, 2.26)  -0.01
C (-3.97, -0.69, 2.15)  -0.28
C (-5.35, -0.79, 2.73)  -0.05
C (-3.40, -1.76, 1.48)  -0.01
C (-2.15, -1.68, 0.91)  -0.21
C (-1.54, -2.83, 0.17)  -0.04
H (3.47, -2.61, -3.88)  0.08
H (3.70, -0.86, -3.90)  0.06
H (2.07, -1.55, -4.01)  0.08
H (3.90, -1.65, -1.56)  0.11
H (1.09, -2.81, -1.94)  0.07
H (2.08, -2.89, -0.47)  0.07
H (2.57, -3.79, -1.91)  0.08
H (4.22, 0.87, -1.74)  0.11
H (1.95, 2.42, -3.09)  0.04
H (2.84, 1.13, -3.92)  0.06
H (3.68, 2.60, -3.41)  0.08
H (2.02, 2.74, -0.71)  0.04
H (3.72, 3.18, -0.89)  0.08
H (3.23, 1.96, 0.30)  0.06
H (4.32, -0.35, 0.48)  0.11
H (5.58, -0.62, 2.43)  0.07
H (4.91, -1.87, 3.48)  0.08
H (4.80, -0.18, 3.95)  0.08
H (2.30, -1.21, 4.13)  0.11
H (0.12, -0.96, 3.01)  0.12
H (-0.82, 2.21, 0.89)  0.03
H (-0.33, 1.74, 2.50)  0.08
H (-1.82, 2.67, 2.28)  0.08
H (-3.68, 1.32, 2.79)  0.12
H (-5.40, -0.28, 3.69)  0.08
H (-5.63, -1.83, 2.87)  0.07
H (-6.07, -0.33, 2.06)  0.08
H (-3.96, -2.69, 1.39)  0.11
H (-2.28, -3.61, 0.00)  0.08
H (-0.70, -3.25, 0.73)  0.09
H (-1.16, -2.48, -0.79)  0.03
S (-1.99, -0.28, -2.71)  0.69
C (-2.91, 0.98, -1.94)  -0.67
C (-4.27, 0.79, -1.71)  -0.11
C (-5.04, 1.80, -1.19)  -0.07
C (-4.48, 3.05, -0.91)  -0.07
C (-3.13, 3.25, -1.12)  -0.12
C (-2.33, 2.22, -1.61)  -0.67
S (-0.62, 2.50, -1.81)  0.70
H (-4.70, -0.17, -1.95)  0.10
H (-6.09, 1.62, -1.00)  0.11
H (-5.09, 3.85, -0.53)  0.11
H (-2.67, 4.20, -0.90)  0.10

***

Record 3
The following is a quantum chemistry calculation of a molecular structure, C28H35CrN5P2Se at a distorted geometry, from OMol25.

Strongest force on any atom: 3.584 eV/Å
ΔE to the lowest compared entry with this formula, charge and spin: 0.0 kcal per mole
Spin multiplicity: 5
Total charge: 0
HOMO (spin up / spin down): -7.1 / -7.5 eV
Electronic energy: -149394.807 eV

Last column: Löwdin charge in e.
Element x y z (Å)
Cr (-0.10, 0.94, 2.39)  0.26
C (-1.99, 1.72, -3.79)  -0.12
C (-2.12, 0.42, -3.54)  -0.13
C (-1.29, -0.66, -4.16)  -0.17
C (0.22, -0.35, -4.31)  -0.18
C (0.82, 0.48, -3.21)  -0.12
C (0.85, 1.81, -3.20)  -0.09
C (0.35, 2.61, -4.37)  -0.18
C (-1.10, 2.30, -4.85)  -0.18
C (1.36, 1.50, 3.74)  -0.25
H (-2.59, 2.47, -3.28)  0.08
H (-2.99, 0.07, -2.97)  0.09
H (-1.69, -0.88, -5.15)  0.12
H (-1.38, -1.57, -3.55)  0.10
H (0.76, -1.31, -4.31)  0.11
H (0.40, 0.14, -5.28)  0.10
H (1.30, -0.09, -2.41)  0.07
H (1.38, 2.35, -2.41)  0.10
H (1.00, 2.44, -5.25)  0.12
H (0.40, 3.67, -4.10)  0.10
H (-1.54, 3.28, -5.12)  0.11
H (-1.10, 1.65, -5.74)  0.11
H (0.71, 1.95, 4.52)  0.01
H (2.23, 2.14, 3.53)  -0.01
H (1.73, 0.49, 4.06)  -0.02
P (1.62, -0.39, 1.26)  0.99
P (-1.36, -0.98, 1.53)  1.02
N (2.70, 0.78, 0.62)  -0.24
N (2.71, -1.57, 1.85)  -0.23
N (-2.02, 0.43, 0.72)  -0.22
N (-2.84, -1.79, 1.96)  -0.22
C (0.81, -1.18, -0.17)  -0.35
C (-0.56, -1.84, 0.14)  -0.33
C (2.50, 2.14, 0.86)  -0.16
C (3.54, 2.83, 0.29)  -0.08
C (4.39, 1.88, -0.39)  -0.08
C (3.86, 0.61, -0.15)  -0.11
C (3.54, -1.34, 2.97)  -0.11
C (4.19, -2.51, 3.27)  -0.07
C (3.77, -3.51, 2.32)  -0.08
C (2.87, -2.90, 1.46)  -0.13
C (-1.76, 1.74, 1.23)  -0.22
C (-2.35, 2.64, 0.33)  -0.04
C (-2.85, 1.90, -0.75)  -0.07
C (-2.61, 0.55, -0.51)  -0.12
C (-3.95, -2.11, 1.16)  -0.13
C (-4.82, -2.90, 1.90)  -0.09
C (-4.25, -3.06, 3.20)  -0.08
C (-3.06, -2.37, 3.21)  -0.12
H (1.48, -1.93, -0.64)  0.08
H (0.67, -0.37, -0.90)  0.05
H (-1.22, -1.85, -0.74)  0.08
H (-0.40, -2.89, 0.47)  0.10
H (1.66, 2.48, 1.47)  0.07
H (3.72, 3.89, 0.36)  0.09
H (5.26, 2.10, -0.97)  0.09
H (4.19, -0.38, -0.44)  0.11
H (3.54, -0.37, 3.46)  0.10
H (4.90, -2.66, 4.07)  0.10
H (4.10, -4.53, 2.27)  0.09
H (2.30, -3.29, 0.62)  0.09
H (-1.69, 1.85, 2.35)  0.10
H (-2.44, 3.71, 0.47)  0.11
H (-3.36, 2.32, -1.62)  0.09
H (-2.82, -0.34, -1.09)  0.09
H (-4.02, -1.75, 0.14)  0.09
H (-5.76, -3.31, 1.56)  0.09
H (-4.67, -3.62, 4.03)  0.10
H (-2.34, -2.20, 4.00)  0.05
Se (-0.97, -1.26, 6.53)  0.57
C (-0.91, -0.39, 5.03)  -0.96
N (-0.88, 0.19, 3.99)  -0.14